{"formula": "C2ClNS", "method": "the ωB97M-V functional and the def2-TZVPD basis", "symbols": ["C", "S", "N", "Cl", "C"], "positions_angstrom": [[2.269, -0.768, -0.033], [0.403, -0.932, 0.023], [-2.040, 0.852, -0.079], [2.991, 0.608, -0.009], [-1.132, 0.184, 0.076]], "e_above_lowest_ev": 3.162, "gap_ev": 8.67, "e_lumo_ev": -1.68, "charge": 0, "energy_ha": -989.17771, "homo_energy_ev": -10.355}

=====

{"formula": "C37H54CsN7O3S3Si3", "method": "the ωB97M-V functional and the def2-TZVPD basis", "symbols": ["S", "C", "Cs", "H", "C", "H", "H", "H", "H", "Si", "N", "N", "C", "C", "H", "C", "H", "H", "C", "H", "C", "C", "H", "O", "O", "N", "C", "H", "C", "C", "H", "C", "H", "H", "H", "C", "C", "H", "C", "H", "H", "H", "C", "H", "H", "N", "H", "C", "H", "H", "H", "H", "H", "H", "C", "C", "H", "C", "H", "C", "C", "H", "C", "H", "C", "H", "C", "H", "S", "C", "H", "O", "H", "Si", "H", "H", "C", "C", "H", "H", "H", "Si", "C", "C", "H", "H", "H", "N", "H", "C", "H", "N", "H", "C", "H", "C", "H", "S", "H", "H", "N", "C", "C", "C", "H", "H", "H", "C"], "positions_angstrom": [[1.713, 1.344, -2.024], [-0.302, -2.322, -1.450], [1.712, -0.384, 1.244], [4.482, -1.435, 3.762], [2.881, 0.390, -5.899], [-2.125, -0.192, 2.872], [-7.995, 0.680, -0.318], [-5.558, 3.778, -2.540], [4.332, -5.044, 1.852], [2.634, 1.480, 4.860], [-2.840, 2.190, -3.168], [-5.175, 0.604, -2.948], [-5.873, -0.531, -2.655], [2.396, 0.591, -3.432], [-2.798, -0.083, -1.693], [4.059, 2.774, 4.309], [4.994, 2.263, 4.435], [0.563, -0.791, 5.901], [-2.292, -1.579, -3.206], [1.194, -6.547, 3.649], [-1.777, 0.832, 3.025], [-2.145, -0.951, -1.957], [4.852, -0.665, 5.449], [3.307, -2.654, 2.019], [3.177, 0.038, 4.312], [-5.070, 2.942, -2.910], [-6.921, -0.583, -1.750], [4.022, 3.621, 5.043], [3.261, -4.987, 2.047], [2.000, -4.476, -5.458], [-5.679, -1.438, -3.202], [2.381, -3.239, -4.938], [-0.781, -1.476, 4.978], [-1.290, 1.196, 6.899], [-0.629, -3.738, -5.087], [2.366, -2.113, -5.792], [2.749, 1.273, 6.761], [0.487, 4.598, 1.195], [-2.288, 4.455, -4.636], [-3.065, -1.192, -3.900], [3.011, 0.229, 7.048], [1.674, -1.357, -7.755], [-1.445, -2.579, -3.583], [-1.267, 4.721, 4.727], [2.039, 4.849, 5.356], [-1.205, -1.405, -1.060], [-2.381, 2.048, 5.904], [-1.028, 4.344, 3.737], [0.884, -1.246, 4.265], [-1.559, -2.483, -5.853], [3.094, -4.350, 4.088], [-2.415, -3.769, -5.130], [-1.706, 3.528, 3.583], [1.667, 1.360, 6.986], [-7.292, 0.665, -1.154], [-0.386, -2.930, -2.703], [-2.028, 5.388, -5.193], [-3.777, 3.159, -3.325], [1.407, -3.612, -8.748], [-1.632, 2.362, -3.721], [1.612, -4.563, -6.802], [-1.440, 1.255, 2.054], [1.034, 2.005, 4.216], [1.995, -5.383, -4.868], [1.894, -2.190, -7.106], [5.243, 0.154, 3.980], [-3.524, 4.359, -4.004], [2.044, 4.471, 1.461], [2.920, 1.657, -4.727], [0.118, -0.876, 4.933], [-2.472, 0.275, 6.056], [1.491, -3.590, 1.112], [-2.762, 1.287, 3.352], [0.735, 3.641, 3.521], [-1.349, 5.108, 3.019], [-6.836, 2.825, -0.977], [1.804, 5.042, 4.291], [-5.666, 1.736, -2.501], [3.542, -5.981, 3.946], [3.910, 3.159, 3.234], [0.462, -3.563, -2.944], [-0.440, 0.917, 4.442], [2.648, -3.647, 1.650], [1.130, 3.883, 1.680], [2.658, -3.179, -3.928], [0.516, -2.576, -0.778], [2.780, 5.258, 3.752], [1.453, -5.592, 3.792], [0.899, -4.912, 3.296], [-1.485, -3.141, -4.963], [1.278, -5.489, -7.164], [2.696, -0.792, -5.155], [-4.239, 5.193, -4.012], [-6.705, 1.841, -1.534], [-0.401, 3.380, -5.052], [4.511, -0.568, 4.405], [3.273, 2.018, 7.369], [3.289, 0.548, -7.505], [2.837, -5.820, 1.448], [1.082, 5.978, 4.351], [2.409, -0.695, -3.762], [2.907, -5.248, 3.521], [1.637, -3.442, -7.661], [-1.343, 3.461, -4.501], [-7.332, -1.562, -1.595], [1.195, 2.976, 1.056], [-0.854, 1.686, -3.465], [-1.769, 1.144, 5.950]], "e_above_lowest_ev": 0.000, "gap_ev": 5.88, "e_lumo_ev": 3.56, "charge": -2, "energy_ha": -4134.63407, "homo_energy_ev": -2.320}

=====

{"formula": "C3H2FLiO2Yb", "method": "the ωB97M-V functional and the def2-TZVPD basis", "symbols": ["H", "C", "Li", "O", "O", "C", "F", "Yb", "H", "C"], "positions_angstrom": [[-0.269, 0.500, 2.229], [0.702, 0.422, -0.365], [-0.104, 2.166, -1.869], [-0.112, 1.285, 0.076], [0.667, 0.297, -1.645], [0.038, -0.941, 0.834], [-0.286, -1.822, -0.142], [2.021, -1.458, -2.141], [-1.847, -0.391, 1.563], [-0.809, -0.060, 1.458]], "gap_ev": [6.17, 6.17], "e_lumo_ev": [-9.70, -9.70], "charge": 2, "energy_ha": -1531.32890, "homo_energy_ev": [-15.872, -15.871]}

=====

{"formula": "C44H42As2N2PtS2SeTe", "method": "the ωB97M-V functional and the def2-TZVPD basis", "symbols": ["C", "C", "C", "H", "C", "H", "H", "H", "H", "H", "H", "H", "H", "C", "H", "H", "C", "C", "C", "C", "C", "H", "C", "H", "H", "C", "H", "H", "H", "H", "C", "C", "H", "H", "C", "H", "C", "H", "H", "C", "H", "C", "C", "C", "N", "C", "H", "C", "H", "C", "Se", "H", "N", "H", "As", "C", "C", "S", "H", "C", "H", "H", "H", "C", "H", "H", "C", "C", "C", "H", "C", "H", "C", "H", "C", "Pt", "C", "H", "C", "S", "C", "C", "C", "As", "H", "Te", "C", "C", "C", "H", "C", "H", "H", "C", "C"], "positions_angstrom": [[-2.792, 3.734, 4.165], [-2.809, 4.055, -0.446], [3.061, 0.094, 4.690], [-0.177, 3.237, -2.023], [2.214, 1.583, -3.447], [3.266, 4.318, -0.882], [0.211, 1.895, -4.145], [0.614, -2.684, 4.409], [-0.524, 0.843, 8.631], [0.300, -4.114, 1.140], [-5.613, 3.836, -2.326], [3.195, 0.966, 4.056], [-5.102, 1.426, -2.088], [0.700, 0.545, 5.486], [0.405, 4.434, 5.035], [3.402, -5.165, 3.007], [2.980, -6.486, -0.588], [2.126, -5.226, 1.279], [3.277, -5.537, 1.996], [-0.217, 0.726, 6.509], [-3.354, 1.753, -0.899], [2.703, -2.203, 5.537], [1.601, 1.708, -5.770], [-3.114, 0.703, -0.804], [3.193, 1.419, -7.180], [1.019, -4.406, 1.906], [-1.257, 0.895, 6.260], [4.915, 1.103, -5.430], [-2.183, 4.801, 0.029], [5.433, 4.748, 0.191], [2.180, -0.875, 2.606], [4.124, -6.794, 0.133], [1.110, -5.431, -0.592], [6.882, 2.864, 0.869], [2.448, 0.287, 7.114], [4.024, -0.152, 5.144], [0.195, 0.699, 7.835], [4.900, -7.402, -0.313], [0.816, 3.423, 2.835], [-1.725, 4.199, 4.926], [0.844, 1.844, -6.531], [3.881, 3.481, -0.575], [3.536, 1.360, -3.812], [0.345, 3.516, 0.070], [1.503, -3.198, 2.567], [2.733, -2.346, 4.457], [5.166, -6.548, 1.993], [-2.523, 2.700, -0.316], [-3.396, 2.778, 2.343], [5.499, 1.364, 0.199], [-0.669, -0.085, -2.170], [0.491, -4.991, 2.660], [2.677, -1.029, 3.837], [2.864, -6.844, -1.602], [1.727, 1.717, -1.580], [-0.201, 3.508, 3.199], [3.450, 2.176, -0.782], [1.972, 0.638, 1.922], [-0.101, 4.490, 0.275], [4.264, 1.119, -0.381], [-3.804, 3.825, 4.538], [1.231, 3.425, 0.705], [3.664, -2.859, 4.193], [-4.463, 2.166, -1.623], [-4.144, 5.519, -1.264], [6.129, 0.535, 0.496], [1.245, 1.757, -4.431], [5.921, 2.671, 0.409], [1.988, -5.701, -0.018], [4.304, 1.237, -3.058], [1.816, -2.112, 1.847], [1.274, 4.220, -1.772], [-4.746, 3.518, -1.760], [3.917, 0.099, -0.511], [4.273, -6.314, 1.427], [0.538, 0.319, -0.071], [-1.267, 3.042, 2.438], [1.859, 0.448, 9.169], [1.530, 0.478, 8.138], [1.784, -2.107, 0.184], [-0.431, 4.084, 4.443], [-2.565, 3.152, 2.928], [5.109, 3.728, 0.027], [-0.979, 2.163, 0.722], [-1.904, 4.649, 5.894], [-1.500, -0.296, 1.579], [0.711, 3.363, -1.400], [-3.921, 4.463, -1.168], [1.529, -3.145, 4.021], [1.595, -4.162, 4.404], [2.045, 0.328, 5.783], [0.358, 0.555, 4.458], [3.492, 0.111, 7.353], [2.920, 1.468, -6.134], [3.885, 1.291, -5.155]], "e_above_lowest_ev": 1.397, "gap_ev": 4.74, "e_lumo_ev": -0.95, "charge": 0, "energy_ha": -9868.07690, "homo_energy_ev": -5.686}

=====

{"formula": "C8H31BO9", "method": "the ωB97M-V functional and the def2-TZVPD basis", "symbols": ["H", "H", "H", "C", "O", "O", "H", "H", "C", "H", "H", "H", "H", "B", "C", "H", "O", "H", "C", "H", "O", "H", "H", "H", "H", "C", "H", "H", "H", "C", "H", "H", "H", "C", "O", "H", "H", "H", "C", "O", "H", "O", "H", "H", "O", "O", "H", "H", "H"], "positions_angstrom": [[20.245, 11.631, 3.454], [21.176, 11.110, 4.389], [21.321, 9.913, 1.715], [21.736, 9.081, 1.146], [18.893, 10.678, 1.812], [17.687, 14.717, 0.474], [19.941, 11.616, 1.876], [21.541, 8.089, 1.552], [19.480, 15.036, 2.117], [17.550, 13.952, 2.344], [18.398, 14.069, 0.239], [21.355, 11.987, 2.354], [23.193, 13.845, 1.104], [20.285, 11.513, 4.845], [17.962, 14.828, 1.843], [17.374, 15.663, 2.224], [20.800, 11.619, 0.270], [19.527, 11.623, 4.085], [18.333, 12.182, -0.127], [20.092, 11.990, -0.261], [20.140, 8.505, -0.819], [19.979, 15.664, 1.379], [19.720, 13.314, 1.217], [23.369, 9.938, 0.547], [16.951, 11.090, 1.220], [22.261, 13.292, 1.226], [20.554, 12.464, 5.278], [20.329, 7.780, -1.419], [22.224, 8.571, -0.938], [21.378, 9.030, -0.426], [19.693, 15.376, 3.130], [19.094, 11.535, -0.564], [21.497, 14.023, 0.963], [22.110, 12.168, 0.192], [20.583, 11.460, 2.572], [17.679, 12.424, 1.884], [19.991, 10.872, 5.661], [22.301, 12.494, -0.830], [17.929, 11.570, 1.255], [19.006, 13.341, 0.088], [22.483, 13.402, 3.254], [20.065, 13.741, 2.005], [22.774, 11.310, 0.302], [21.388, 10.096, -0.654], [23.101, 9.390, 1.288], [22.308, 12.777, 2.546], [17.618, 12.287, -0.943], [17.594, 15.569, 0.042], [18.640, 9.765, 1.660]], "e_above_lowest_ev": 12.891, "gap_ev": 7.90, "e_lumo_ev": -0.28, "charge": 0, "energy_ha": -1024.75916, "homo_energy_ev": -8.179}

=====

{"formula": "C35H62N14O34P", "method": "the ωB97M-V functional and the def2-TZVPD basis", "symbols": ["H", "C", "O", "H", "C", "O", "H", "C", "H", "H", "P", "H", "O", "O", "H", "H", "H", "O", "H", "O", "O", "C", "H", "H", "H", "H", "O", "O", "C", "C", "N", "O", "C", "O", "C", "H", "O", "N", "H", "H", "C", "H", "H", "H", "N", "C", "H", "H", "C", "C", "H", "O", "N", "O", "H", "H", "C", "C", "H", "N", "H", "O", "C", "N", "O", "H", "C", "N", "H", "C", "H", "H", "C", "H", "C", "N", "H", "N", "O", "C", "O", "C", "H", "N", "H", "N", "C", "C", "C", "H", "O", "H", "H", "H", "H", "H", "H", "N", "H", "H", "H", "C", "O", "H", "H", "H", "H", "H", "H", "O", "C", "O", "C", "N", "C", "O", "C", "O", "H", "H", "O", "C", "H", "C", "O", "O", "H", "O", "O", "C", "H", "C", "H", "C", "O", "O", "O", "H", "C", "H", "N", "O", "H", "O", "H", "H"], "positions_angstrom": [[11.284, 1.104, 0.639], [-5.328, -0.204, -3.442], [-6.109, 1.671, 2.191], [-9.180, 9.799, 8.519], [2.032, -2.468, -4.136], [-1.099, 4.987, -6.768], [7.162, -1.652, 0.780], [12.861, -1.889, -1.536], [3.380, -4.107, -2.900], [13.238, -2.268, -0.594], [-4.279, -3.077, 2.003], [1.438, -3.983, 0.288], [-4.118, 0.958, 1.771], [8.998, -0.481, 1.783], [-5.823, 2.107, -0.359], [-1.825, 4.968, 6.804], [16.198, -5.419, 1.294], [-2.124, 0.582, -5.927], [7.505, -3.740, -0.464], [-3.827, 1.312, -7.031], [-3.559, -4.495, 1.925], [-3.062, 2.584, -5.255], [-2.268, 2.504, -4.526], [-8.951, 8.049, 8.845], [13.090, -2.570, -2.348], [16.937, -4.042, 0.431], [-7.672, 9.668, 6.428], [-6.009, 8.120, 1.906], [-1.483, -2.159, -4.849], [-0.694, -1.243, -3.892], [13.578, -0.613, -1.804], [-5.742, -3.173, 1.891], [0.603, 6.123, -5.708], [-3.843, -2.354, 3.376], [-4.397, -7.684, 1.112], [5.059, -5.973, -1.494], [-7.864, 3.591, 6.405], [9.679, -0.219, 0.817], [-1.800, -3.080, -4.349], [-2.936, 3.457, -5.886], [-3.558, -1.992, 0.759], [-5.824, 4.358, 5.028], [-6.583, 3.833, 3.498], [-4.040, 2.588, -4.780], [-1.627, 0.789, 5.575], [-1.215, -2.862, 0.606], [-5.198, -7.794, 0.388], [-5.191, 3.497, 0.560], [1.213, -2.618, -2.846], [1.738, -3.343, -1.759], [-1.294, -2.281, -7.012], [2.297, -3.526, -4.745], [-5.023, -7.723, 2.464], [-6.843, 6.145, 2.109], [-5.183, -0.971, -2.687], [-3.613, -3.010, 4.046], [-0.760, -2.195, -1.584], [-2.123, -1.768, -1.199], [-3.867, -5.091, 2.628], [-7.816, 3.778, 5.204], [-7.515, 8.378, 4.004], [-3.859, 5.646, 4.687], [-0.704, -2.530, -6.127], [-5.097, 1.641, 1.531], [0.454, -4.325, -7.265], [-4.051, 2.310, -0.156], [-1.839, 5.287, 5.766], [14.876, -4.241, 0.194], [9.816, 1.560, -0.262], [-0.223, -2.884, -0.496], [-6.087, -0.504, -4.158], [-2.392, -1.635, -5.142], [10.201, 1.168, 0.674], [-6.146, 2.619, 4.742], [5.718, -5.181, -1.863], [-3.096, 6.050, 5.542], [5.505, -5.060, -2.926], [-2.998, 1.391, -6.144], [-2.900, -0.978, -1.690], [5.474, -3.902, -1.108], [-8.465, 7.667, 6.535], [-2.522, 0.198, 4.547], [-2.794, -0.800, 4.852], [-5.835, 1.010, -2.744], [11.799, -1.683, -1.475], [-6.546, 7.238, 2.543], [-6.482, 3.635, 4.558], [-6.856, 7.518, 3.973], [5.058, -1.551, 0.312], [16.413, -5.493, -0.486], [2.329, -1.288, -4.419], [-4.363, -1.825, 0.045], [-3.394, 0.841, 4.477], [-1.983, 0.187, 3.605], [0.247, -2.000, -6.178], [6.744, -5.520, -1.729], [0.162, -4.237, -5.236], [-2.431, -2.485, -0.006], [-3.351, -1.030, 1.229], [1.254, -4.722, -6.909], [-1.014, 5.961, 5.560], [6.520, -3.290, -0.428], [-8.763, 4.077, 4.511], [2.988, -5.029, -1.471], [-4.392, 0.044, -3.927], [0.114, 7.079, -5.868], [-7.565, 9.182, 8.961], [1.296, 5.908, -6.516], [4.900, -0.638, 0.874], [-5.172, 2.026, -2.809], [-0.057, -2.015, -2.769], [-1.077, -3.059, 1.789], [16.220, -4.855, 0.368], [-0.454, 5.075, -5.744], [-8.500, 8.956, 8.459], [14.244, -4.523, -0.802], [6.322, -2.109, 0.276], [-3.275, 7.040, 6.219], [1.091, 6.079, -4.742], [-3.710, -8.522, 1.053], [-1.358, 0.133, 6.557], [-5.026, 2.458, 0.289], [-1.298, -4.626, -6.188], [3.084, -4.007, -1.857], [9.976, -0.999, -0.063], [-1.228, 1.920, 5.368], [3.027, -1.698, -0.338], [-5.646, -8.715, 2.759], [-0.597, 4.382, -4.761], [4.199, -3.327, -1.085], [-1.836, 4.435, 5.096], [4.007, -2.153, -0.363], [-7.333, 6.644, 4.395], [-0.387, -4.017, -6.156], [-4.878, -6.755, 3.187], [12.931, 0.408, -1.905], [-6.875, 0.904, -2.128], [-1.389, -0.528, -3.460], [1.024, -3.454, -0.562], [-3.885, -6.736, 0.992], [-8.188, 8.742, 7.020], [14.789, -0.675, -1.894], [0.067, -0.698, -4.443], [14.500, -3.489, 1.069], [9.858, 1.747, 1.523], [-5.914, 7.740, 4.467]], "gap_ev": 6.48, "e_lumo_ev": 0.92, "charge": -1, "energy_ha": -5035.99810, "homo_energy_ev": -5.565}